No. 1
{"formula": "C12H20N2O2", "method": "ωB97M-V/def2-TZVPD", "elements": ["C", "C", "C", "N", "C", "O", "C", "C", "C", "C", "C", "O", "N", "C", "C", "C", "H", "H", "H", "H", "H", "H", "H", "H", "H", "H", "H", "H", "H", "H", "H", "H", "H", "H", "H", "H"], "coordinates": [[0.89812, 5.73590, 0.71135], [1.82514, 4.79947, 0.65799], [1.65441, 3.48581, -0.04584], [1.82056, 2.37090, 0.86610], [0.81372, 1.52280, 1.17909], [-0.27631, 1.57445, 0.65075], [1.19807, 0.50397, 2.24495], [0.13971, -0.58568, 2.39911], [0.08381, -1.49451, 1.17370], [-1.02064, -2.54654, 1.30265], [-1.11622, -3.36192, 0.02520], [-0.68141, -4.48883, -0.08791], [-1.73010, -2.70591, -0.98553], [-1.83571, -3.25017, -2.32254], [-1.05345, -2.43836, -3.30875], [-1.53968, -1.97942, -4.44618], [1.05714, 6.66842, 1.22570], [-0.05948, 5.60767, 0.23506], [2.78200, 4.94074, 1.14562], [0.65029, 3.39813, -0.46512], [2.39237, 3.39978, -0.85416], [2.68923, 2.31837, 1.37438], [2.16254, 0.06084, 1.98649], [1.31505, 1.04290, 3.18917], [-0.83214, -0.10688, 2.53148], [0.35499, -1.17918, 3.28989], [1.04405, -1.99869, 1.04118], [-0.09919, -0.87647, 0.29309], [-0.79482, -3.22376, 2.12705], [-1.97580, -2.05609, 1.49962], [-2.02275, -1.75081, -0.85103], [-2.88791, -3.30714, -2.62155], [-1.42605, -4.26480, -2.26232], [-0.02980, -2.23844, -3.02109], [-0.94207, -1.40537, -5.13319], [-2.55768, -2.17119, -4.74440]], "atomic_forces_ev_per_a": [[-0.008, 0.131, 0.025], [0.019, -0.223, -0.072], [-0.059, 0.065, -0.168], [0.366, 0.269, -0.105], [0.492, -0.181, 0.280], [-0.441, -0.014, -0.080], [-0.459, -0.171, 0.086], [0.205, 0.069, -0.258], [-0.188, 0.068, 0.247], [0.285, -0.094, -0.128], [-0.206, 0.205, 0.514], [0.241, -0.336, 0.021], [-0.265, 0.287, -0.422], [0.019, -0.213, -0.051], [-0.068, -0.091, 0.169], [0.010, 0.067, -0.122], [0.079, 0.154, 0.113], [-0.201, -0.087, -0.119], [0.107, 0.128, 0.094], [0.159, 0.027, -0.034], [-0.161, -0.002, 0.034], [-0.130, -0.149, 0.019], [0.063, 0.051, 0.040], [0.097, 0.025, -0.028], [-0.015, -0.034, 0.066], [-0.030, 0.009, 0.040], [0.042, -0.014, -0.048], [0.062, -0.025, -0.013], [-0.085, -0.024, -0.061], [-0.035, 0.018, 0.032], [0.048, -0.069, 0.097], [0.115, -0.070, -0.025], [-0.147, 0.130, -0.023], [0.165, 0.048, -0.024], [0.163, 0.094, -0.101], [-0.239, -0.049, 0.004]], "e_above_lowest_kcal_mol": 13.0, "smiles": "C=CCNC(=O)CCCCC(=O)NCC=C", "orbital_gap_ev": 10.1}

---

No. 2
{"formula": "C42H111AsF6N9O10", "method": "ωB97M-V/def2-TZVPD", "elements": ["As", "F", "F", "F", "F", "F", "F", "C", "C", "C", "C", "C", "C", "N", "O", "C", "C", "C", "H", "H", "H", "H", "H", "H", "H", "H", "H", "H", "H", "H", "H", "H", "H", "H", "H", "H", "H", "C", "O", "H", "H", "H", "H", "C", "C", "C", "O", "C", "N", "H", "H", "H", "H", "H", "H", "H", "H", "H", "H", "H", "C", "C", "C", "O", "C", "N", "H", "H", "H", "H", "H", "H", "H", "H", "H", "H", "H", "C", "C", "C", "O", "C", "N", "H", "H", "H", "H", "H", "H", "H", "H", "H", "H", "H", "C", "C", "C", "O", "C", "N", "H", "H", "H", "H", "H", "H", "H", "H", "H", "H", "H", "C", "C", "C", "O", "C", "N", "H", "H", "H", "H", "H", "H", "H", "H", "H", "H", "H", "C", "C", "C", "O", "C", "N", "H", "H", "H", "H", "H", "H", "H", "H", "H", "H", "H", "C", "C", "C", "O", "C", "N", "H", "H", "H", "H", "H", "H", "H", "H", "H", "H", "H", "C", "C", "C", "O", "C", "N", "H", "H", "H", "H", "H", "H", "H", "H", "H", "H", "H"], "coordinates": [[-10.78982, -6.07404, -13.22321], [-9.57939, -5.09841, -14.03303], [-9.46298, -6.86309, -12.17788], [-11.89321, -7.15041, -12.33747], [-12.04431, -5.33244, -14.24155], [-10.57599, -7.35470, -14.43483], [-11.06182, -4.80190, -11.91611], [-8.43216, -10.97524, -18.06642], [-8.81960, -11.14724, -16.52406], [-8.01036, -12.32560, -15.90426], [-6.54951, -12.14331, -15.46677], [-6.42725, -10.72501, -14.80580], [-7.14431, -9.52718, -15.49911], [-8.56170, -9.91991, -15.75690], [-9.31549, -8.81641, -16.17471], [-7.17715, -8.38108, -14.44209], [-6.32054, -9.05144, -16.68878], [-10.30723, -11.53583, -16.42584], [-7.35830, -11.14321, -18.14841], [-8.70195, -9.99429, -18.45764], [-8.95912, -11.67067, -18.71972], [-8.54795, -12.73677, -15.04984], [-8.11324, -13.15173, -16.60785], [-5.96126, -12.20773, -16.38215], [-6.31801, -12.84489, -14.66534], [-5.34608, -10.58653, -14.80626], [-6.94431, -10.88027, -13.85889], [-6.21182, -8.42131, -13.93749], [-7.42748, -7.39080, -14.82258], [-7.84530, -8.73704, -13.65789], [-7.06069, -8.66152, -17.38753], [-5.73339, -8.15973, -16.46923], [-5.82549, -9.79533, -17.31299], [-10.65058, -11.57426, -15.39204], [-10.46721, -12.55246, -16.78497], [-10.90978, -10.79549, -16.95209], [-9.61808, -8.43185, -15.34878], [-12.96855, -10.15451, -13.72592], [-12.66624, -10.52144, -12.41196], [-12.02722, -9.90284, -14.21446], [-13.47473, -10.96772, -14.24609], [-13.68710, -9.34936, -13.57258], [-11.79429, -10.25022, -12.11574], [-7.24406, -1.99101, -13.58184], [-8.58067, -1.39379, -13.12757], [-8.68788, 0.14416, -13.34018], [-7.96536, 0.83765, -12.33138], [-8.15217, 2.24354, -12.19350], [-9.71409, -2.07227, -13.82175], [-7.07331, -2.98091, -13.15870], [-6.42579, -1.34000, -13.27408], [-7.10162, -1.97329, -14.66235], [-8.86933, -1.63207, -12.10384], [-9.71424, 0.47092, -13.17312], [-8.52124, 0.50695, -14.35444], [-9.15172, 2.57124, -11.90783], [-7.89513, 2.64334, -13.17441], [-7.47534, 2.61879, -11.42591], [-9.66004, -1.79022, -14.79006], [-9.52118, -3.05215, -13.97248], [-13.33933, -9.42238, -7.92755], [-13.29729, -9.27137, -9.39604], [-14.74367, -9.44458, -9.96922], [-15.57442, -8.37467, -9.74794], [-16.95476, -8.70292, -10.02969], [-12.82175, -7.99475, -9.76761], [-13.87427, -8.65299, -7.37079], [-12.31615, -9.39211, -7.55300], [-13.83485, -10.34325, -7.62004], [-12.64336, -10.03410, -9.81879], [-15.13456, -10.41388, -9.65973], [-14.71120, -9.40880, -11.05815], [-17.64690, -7.88682, -9.82226], [-17.30940, -9.46300, -9.33355], [-17.17894, -8.97232, -11.06181], [-13.58155, -7.33323, -9.69544], [-12.67381, -8.09380, -10.76179], [-15.93733, -5.94943, -12.23961], [-15.74774, -5.72955, -13.70642], [-15.03508, -6.76606, -14.56719], [-15.12604, -6.55328, -15.99976], [-14.54080, -7.67922, -16.67085], [-17.00304, -5.47931, -14.34405], [-16.35265, -5.07013, -11.74723], [-15.01054, -6.17304, -11.71126], [-16.52164, -6.84337, -12.02157], [-15.17393, -4.81591, -13.86168], [-15.56007, -7.68527, -14.30731], [-14.00696, -6.78468, -14.20566], [-13.52456, -7.85908, -16.32014], [-14.55850, -7.58340, -17.75649], [-15.16993, -8.53054, -16.41096], [-17.42280, -6.39770, -14.32245], [-17.57719, -4.92558, -13.72450], [-13.27269, -4.57354, -9.41451], [-11.91532, -4.80518, -8.66384], [-12.09489, -5.22119, -7.22893], [-10.80234, -5.23867, -6.58223], [-10.82618, -5.05508, -5.17400], [-11.07674, -5.75137, -9.35951], [-13.79823, -5.52480, -9.49823], [-13.27146, -4.12964, -10.41003], [-13.96285, -3.97044, -8.82456], [-11.45544, -3.81714, -8.64453], [-12.54302, -6.21427, -7.19616], [-12.83265, -4.56900, -6.76153], [-9.79489, -4.98139, -4.82889], [-11.23806, -5.91450, -4.64501], [-11.31066, -4.12144, -4.88816], [-11.69433, -6.53911, -9.49425], [-10.99300, -5.34684, -10.28116], [-12.26204, 2.04432, -11.61148], [-13.31290, 0.98758, -12.09685], [-13.61727, -0.28270, -11.13214], [-12.49527, -1.02050, -10.68509], [-11.93188, -1.83947, -11.67473], [-14.53401, 1.68575, -12.33212], [-12.09573, 2.77811, -12.40014], [-11.25146, 1.64064, -11.54927], [-12.60110, 2.52356, -10.69307], [-13.01435, 0.54436, -13.04687], [-14.41902, -0.95035, -11.44764], [-13.85368, 0.18038, -10.17414], [-12.75773, -2.51663, -11.89273], [-11.07472, -2.42778, -11.34722], [-11.62718, -1.30945, -12.57714], [-14.87982, 1.88223, -11.40373], [-15.21179, 1.02294, -12.68052], [-11.69161, -5.09450, -18.15480], [-12.98533, -4.65007, -17.43231], [-12.94896, -3.29728, -16.76526], [-14.18129, -3.03802, -16.02943], [-13.88468, -2.12916, -14.98801], [-13.98231, -4.72296, -18.47686], [-11.41198, -4.43916, -18.97968], [-11.64423, -6.13124, -18.48801], [-10.78926, -5.17570, -17.54877], [-13.20033, -5.40264, -16.67369], [-12.90553, -2.44235, -17.44003], [-12.04820, -3.34929, -16.15368], [-14.69820, -1.97923, -14.27821], [-13.79228, -1.18069, -15.51712], [-12.96546, -2.32357, -14.43544], [-13.76313, -5.59061, -18.94510], [-13.67361, -4.02987, -19.14352], [-6.58096, -5.86275, -11.45590], [-7.21789, -5.66203, -10.05766], [-7.88644, -4.27395, -9.96135], [-8.60047, -4.04520, -8.76899], [-8.98086, -2.68440, -8.52371], [-8.27576, -6.61975, -9.83703], [-5.80628, -5.12728, -11.67283], [-7.35185, -5.69971, -12.20905], [-6.28010, -6.90992, -11.48787], [-6.52314, -5.74445, -9.22183], [-8.63832, -4.20754, -10.74770], [-7.01774, -3.64882, -10.16794], [-9.65282, -2.25369, -9.26604], [-8.02683, -2.17268, -8.39693], [-9.49767, -2.62553, -7.56582], [-8.73253, -6.61799, -10.73785], [-7.93523, -7.56623, -9.92817], [-9.67295, -12.20359, -11.70152], [-9.41630, -10.77618, -11.11670], [-7.89789, -10.69547, -10.88535], [-7.58178, -9.51314, -10.20275], [-6.22535, -9.51126, -9.81818], [-9.98990, -9.81909, -12.03807], [-8.88957, -12.51829, -12.39101], [-10.64468, -12.19383, -12.19522], [-9.74475, -12.92759, -10.88987], [-9.96843, -10.62791, -10.18865], [-7.27880, -10.75330, -11.78061], [-7.68656, -11.56082, -10.25718], [-6.01965, -10.20502, -9.00302], [-5.92906, -8.58221, -9.33119], [-5.47283, -9.67070, -10.59045], [-9.66724, -8.86204, -12.03151], [-9.68311, -10.06097, -12.96945]], "atomic_forces_ev_per_a": [[-0.223, 0.006, 1.724], [-0.422, -0.539, 0.573], [-1.804, 1.009, -2.382], [0.488, 1.111, -1.172], [0.933, -0.729, 1.083], [-0.211, 0.797, 0.816], [0.575, -1.329, -2.640], [-0.218, -0.205, 1.009], [0.243, 0.140, -1.015], [-0.497, -0.599, 0.247], [-1.614, 2.007, -0.739], [-0.697, -1.142, -1.067], [0.489, -0.387, 0.664], [1.035, -1.038, 1.213], [0.254, -0.318, -1.065], [0.187, -1.524, 0.084], [-1.375, 0.734, -1.303], [0.293, 0.386, 0.312], [-0.030, 0.115, -0.326], [0.146, 0.169, 0.324], [0.040, -0.375, 0.235], [-0.356, 0.456, 0.326], [0.225, -0.050, -0.347], [0.631, -0.247, 0.369], [0.392, -0.329, -0.562], [-0.081, 0.697, 0.870], [0.618, 0.391, 0.477], [0.271, 0.585, -0.218], [-0.014, -0.163, 0.083], [-0.443, 0.504, 0.006], [-0.151, 0.295, -0.181], [0.523, -0.446, 0.191], [0.475, -0.141, 0.556], [0.167, 0.284, 0.198], [0.040, 0.116, -0.490], [-0.132, -0.234, -0.108], [-0.295, 0.194, 0.092], [0.116, 0.295, 0.887], [-1.000, -1.595, 1.157], [-0.348, 0.490, -0.565], [0.113, -0.177, -0.079], [0.140, 0.527, -1.084], [0.880, 0.605, -0.420], [0.490, 0.986, 0.643], [-0.761, -0.412, -0.892], [-1.336, 0.293, 1.256], [0.802, -0.331, 0.669], [0.299, -0.805, -0.998], [0.256, 0.799, -1.075], [-0.087, -0.044, -0.210], [0.161, -0.028, 0.549], [-0.595, -0.363, -0.202], [0.957, 0.415, 0.436], [-0.654, -0.543, -0.068], [0.898, -0.189, -0.331], [-0.354, -0.361, -0.106], [-0.027, 0.750, 0.042], [0.160, -0.252, -0.154], [-0.275, 0.557, -0.519], [0.165, -0.470, 0.815], [0.325, -0.312, 1.747], [-2.507, -0.308, -0.164], [1.558, -1.331, -1.867], [-2.700, 1.344, 1.429], [0.280, 0.393, 0.829], [0.516, 0.302, -0.866], [-0.121, 0.416, -0.419], [0.029, -0.172, 0.215], [0.242, -0.318, -0.052], [-0.239, -0.128, -0.161], [-0.423, -0.086, 0.247], [0.755, -1.063, -0.450], [0.653, 0.649, 0.084], [0.227, -0.549, -0.180], [0.559, -0.372, -0.198], [-0.180, 0.122, 0.171], [0.418, 0.567, -0.320], [1.224, -1.174, 0.842], [0.857, 2.039, -1.587], [-0.266, -0.166, 0.354], [0.530, -0.163, 0.908], [-0.731, 0.231, 0.892], [-1.261, -0.207, -0.343], [-0.219, -0.039, -0.176], [0.378, 0.200, -0.026], [-0.516, 0.088, -0.152], [0.290, 0.278, 0.245], [0.205, -0.799, -0.198], [0.234, -0.413, -0.329], [0.202, -0.052, -0.032], [-0.086, 0.526, 0.128], [0.171, -0.501, -0.085], [-0.812, -0.227, -0.424], [-0.195, 0.260, 0.054], [-0.580, -0.473, 1.181], [-0.481, 0.969, -0.976], [0.293, -0.334, 0.264], [-0.865, 0.449, 0.317], [0.408, -0.162, -0.705], [-0.486, 0.713, 0.158], [-0.033, -0.107, -0.140], [0.732, -0.067, 0.058], [-0.032, 0.361, 0.207], [0.422, 0.076, 0.062], [0.064, -0.431, 0.048], [0.221, 0.436, 0.487], [0.159, 0.022, -0.247], [-0.473, -0.060, 0.050], [-0.385, 0.034, 0.068], [0.490, -0.624, 0.015], [0.515, -0.334, 0.190], [-0.087, -1.296, -0.805], [1.046, -1.660, 0.235], [2.063, 1.887, 1.203], [0.659, 0.717, 0.209], [-0.860, -0.443, -0.544], [-1.016, 0.276, 0.179], [-0.716, 0.275, -0.020], [-0.153, -0.466, 0.770], [0.226, -0.005, 0.042], [0.395, 0.230, -0.172], [-0.163, 0.123, -0.566], [-0.943, 0.191, 0.018], [0.295, -0.649, -0.759], [-0.163, 0.257, 0.466], [-0.058, 0.115, 0.063], [-0.416, 0.565, 0.273], [-0.262, -0.077, -0.385], [1.695, 0.286, 1.147], [0.687, -1.009, -0.770], [-0.926, -0.096, 0.192], [1.349, -1.335, 0.685], [-0.208, 0.977, -0.758], [-0.921, 0.109, -0.178], [-0.242, 0.063, -0.186], [-1.091, -0.088, -0.401], [0.143, 0.687, 0.685], [-0.189, 0.241, 0.141], [0.581, -0.074, -0.562], [-0.146, 0.480, 0.564], [-0.274, -0.579, -0.146], [0.401, 0.704, 0.375], [0.062, -0.333, -0.043], [-0.489, -0.284, -0.277], [-0.287, 0.344, -0.421], [-0.415, 0.630, 0.858], [-1.145, 0.255, 0.441], [0.029, -0.597, -0.378], [0.205, 0.238, 0.568], [1.054, -1.108, 0.255], [0.315, -0.807, -0.478], [0.492, -0.301, 0.025], [-0.110, -0.162, -0.026], [0.449, 0.152, -0.336], [0.495, 0.065, -0.111], [0.175, 0.144, -0.697], [-0.216, 1.225, 0.256], [0.217, 0.044, -0.417], [-0.161, 0.876, -0.308], [-0.039, -0.408, 0.005], [-0.905, 0.453, 0.644], [0.540, -0.253, 0.665], [-0.557, 0.690, 0.820], [0.676, -0.629, -0.867], [-1.067, 0.089, 0.707], [0.980, 0.137, 0.067], [0.523, 0.471, 1.168], [0.072, 0.172, -1.251], [0.012, 0.119, -0.101], [0.068, -0.110, -0.165], [0.168, -0.101, -0.016], [0.389, -0.260, 0.341], [-0.267, -0.174, -0.417], [0.435, -0.250, 0.202], [-0.222, -0.720, -0.099], [-0.583, 0.520, -0.343], [-0.354, -0.229, -0.586], [0.050, 0.384, 1.188], [-0.121, -0.536, -0.609]], "charge": -1, "orbital_gap_ev": 7.2}

---

Energy? In order: -729.23794, -5746.86003 Ha.